# 1
Molecular formula: C18H25F3N4O6RhS2SbSe4Si
Method: DFT, ωB97M-V with the def2-TZVPD basis set

XYZ file:
```
65
Properties=species:S:1:pos:R:3:forces:R:3:nbo_charge:R:1
Rh -0.628027 0.106501 -0.324663 0.0 -0.1 0.0 0.5396
Se -1.347630 4.761190 1.860318 0.0 0.0 0.0 -0.8870
Sb -2.175147 3.305444 0.066207 0.0 0.0 0.0 1.0660
Se -2.576838 0.951820 0.903450 0.0 0.0 0.0 -0.5039
Se -0.339902 2.322695 -1.364257 0.0 0.0 0.0 -0.4820
Se -4.053329 4.218498 -1.132213 0.0 0.0 0.0 -0.7861
C -2.673234 -3.672609 -3.987153 0.0 0.0 0.0 -1.1171
Si -3.603045 -3.893468 -2.378233 0.1 0.0 0.0 1.6409
C -5.144970 -2.837630 -2.350879 0.0 0.0 0.0 -1.1179
C -4.090807 -5.706940 -2.223801 0.0 0.0 0.0 -1.1128
C -2.509213 -3.473584 -0.914718 0.0 0.1 0.0 -0.5355
C -2.205783 -4.371370 0.095967 0.0 0.0 0.0 -0.1397
C -1.389762 -4.017234 1.171537 0.0 0.0 0.0 -0.3105
C -0.881450 -2.734930 1.204520 0.0 0.0 0.0 0.0774
N -1.153373 -1.854143 0.251183 -0.1 0.0 0.0 -0.4717
C -1.941152 -2.185452 -0.794327 0.0 0.0 0.0 0.0947
S -2.089704 -0.838519 -1.863297 0.0 0.0 0.1 0.0276
H -3.261349 -4.059998 -4.823991 0.0 0.0 0.0 0.2199
H -1.717939 -4.201863 -3.965495 0.0 0.0 0.0 0.2392
H -2.460459 -2.618508 -4.168479 0.0 0.0 0.0 0.2674
H -5.779415 -3.036609 -3.218640 0.0 0.0 0.0 0.2231
H -4.873863 -1.781029 -2.355105 0.0 0.0 0.0 0.2712
H -5.729305 -3.026205 -1.447312 0.0 0.0 0.0 0.2316
H -4.710303 -5.992412 -3.077984 0.0 0.0 0.0 0.2278
H -4.667444 -5.898093 -1.315692 0.0 0.0 0.0 0.2270
H -3.215075 -6.360514 -2.217149 0.0 0.0 0.0 0.2295
H -2.610312 -5.377823 0.055872 0.0 0.0 0.0 0.1996
H -1.153360 -4.719535 1.958865 0.0 0.0 0.0 0.2053
H -0.234051 -2.389934 2.002573 0.0 0.0 0.0 0.1979
C 2.821917 4.889253 -0.671446 0.0 0.0 0.0 -0.6187
C 2.131171 4.360003 0.573867 0.0 0.0 0.0 -0.6987
S 3.094713 4.668981 2.021364 0.0 0.0 0.0 2.1751
O 4.351231 3.947205 1.938192 0.0 0.0 0.0 -0.9857
O 3.144346 6.090649 2.277340 0.0 0.0 0.0 -0.9633
C 2.144453 3.924161 3.352627 0.0 0.0 0.0 -0.7116
C 2.584433 2.505661 3.691740 0.0 0.0 0.0 -0.2282
N 2.234806 1.534280 2.656321 0.0 0.0 0.0 -0.3421
C 0.961351 1.201520 2.313923 0.0 0.0 0.0 0.4688
N 0.932866 0.622019 1.119776 -0.1 0.0 -0.1 -0.4742
C 2.223306 0.565166 0.671424 0.0 0.0 0.0 0.0114
C 3.032938 1.121567 1.606463 0.0 0.0 0.0 0.1229
N 4.458925 1.047955 1.653805 0.0 0.1 0.0 0.5380
O 4.996222 1.037057 2.752226 0.0 0.0 0.0 -0.4154
O 5.042387 0.946219 0.595459 0.0 0.0 0.0 -0.3646
C -0.179243 1.435540 3.229036 0.0 0.1 0.0 -0.7177
H 2.194822 4.644628 -1.528139 0.0 0.0 0.0 0.2420
H 3.798604 4.425261 -0.810726 0.0 0.0 0.0 0.2167
H 2.944378 5.970867 -0.617566 0.0 0.0 0.0 0.2127
H 1.978799 3.281652 0.511445 0.0 0.0 0.0 0.2567
H 1.156240 4.822462 0.753628 0.0 0.0 0.0 0.2963
H 1.085365 4.011981 3.081451 0.0 0.0 0.0 0.2938
H 2.338552 4.576230 4.206077 0.0 0.0 0.0 0.2485
H 2.112965 2.193250 4.622927 0.0 0.0 0.0 0.2119
H 3.660471 2.463168 3.823389 0.0 0.0 0.0 0.2636
H 2.487307 0.090812 -0.255481 0.0 0.0 0.0 0.2714
H 0.164260 1.443612 4.264406 0.0 0.0 0.0 0.2008
H -0.923738 0.658857 3.083562 0.0 0.0 0.0 0.2731
H -0.667856 2.391644 3.005967 0.0 0.0 0.0 0.3036
F 1.785152 -3.272395 -2.432874 0.0 0.0 0.0 -0.3346
C 2.184713 -2.100594 -2.962386 0.0 0.0 0.0 0.8751
F 3.445303 -1.883416 -2.512938 0.0 0.0 0.0 -0.3421
F 2.273705 -2.286990 -4.287636 0.0 0.0 0.0 -0.3292
C 1.263525 -0.899498 -2.578093 -0.1 0.0 -0.1 0.6979
O 1.033051 -0.077208 -3.439526 0.0 0.0 0.0 -0.6204
O 0.924808 -0.969310 -1.356735 0.1 0.1 0.1 -0.7555
```
Positions in Å, forces in eV/Å.

Values from the calculation:
charge: -2
strongest force on any atom: 0.19 eV Å⁻¹
calculated total energy: -345955.1547 eV
HOMO: -2.1 eV
ΔE to the lowest compared entry with this formula, charge and spin: 0.045 eV


# 2
Molecular formula: C18H25FN6O2P
Method: DFT, ωB97M-V with the def2-TZVPD basis set

XYZ file:
```
53
Properties=species:S:1:pos:R:3:forces:R:3:nbo_charge:R:1
N 1.918523 0.689840 -0.338882 0.1 0.1 -0.3 -1.3440
P 3.178710 -0.253208 -0.251255 -1.3 0.6 -0.1 1.3069
C 4.076285 -0.152390 1.364244 0.1 0.0 0.0 0.1054
N 4.830198 -1.347437 1.665612 0.1 -0.4 -0.2 -0.8702
F 4.993099 0.873836 1.198857 0.1 -0.1 -0.2 -0.3526
C 3.053432 0.216228 2.456236 0.0 1.3 1.2 0.6923
O 3.175756 1.331320 2.974752 0.3 0.4 -0.3 -0.7141
O 2.214696 -0.641023 2.772745 -0.4 -1.4 -0.7 -0.7868
H 1.080552 0.155422 -0.520655 -0.1 0.0 0.2 0.3542
H 2.801943 -1.585993 -0.507930 0.6 -0.2 0.1 -0.0644
H 4.151521 0.093829 -1.210382 0.3 -0.3 0.2 -0.0663
H 4.254079 -1.940412 2.255556 -0.1 0.0 0.0 0.3886
H 5.627095 -1.065434 2.225432 0.0 0.1 0.0 0.3721
N -1.384087 -1.164182 -1.207589 0.1 0.1 0.0 -0.5092
C -1.835232 -2.034855 -2.161177 0.0 0.0 0.0 -0.0867
C -2.360395 -3.122739 -1.515482 0.0 0.0 0.0 -0.3157
C -2.216945 -2.895849 -0.118344 0.0 0.0 0.0 -0.3004
C -1.609937 -1.678525 0.038772 0.0 0.0 0.0 -0.0708
H -0.947770 -0.278612 -1.392855 0.0 0.0 0.0 0.4158
H -1.744893 -1.806894 -3.209309 0.0 0.0 0.0 0.2064
H -2.797639 -3.985057 -1.990715 0.0 0.0 0.0 0.2127
H -2.522638 -3.551062 0.679598 0.0 0.0 0.0 0.2175
H -1.317934 -1.138272 0.923903 0.0 0.0 0.0 0.2295
N 0.044417 1.894419 2.428696 -0.1 -0.2 0.0 -0.4937
C -0.709893 2.246684 3.504576 0.0 -0.1 0.0 -0.0781
C -1.602225 3.214797 3.105352 -0.1 -0.1 0.0 -0.3549
C -1.372019 3.445607 1.721012 -0.1 -0.1 0.0 -0.3338
C -0.347249 2.611597 1.340167 0.0 -0.1 -0.1 -0.0754
H 0.788848 1.203381 2.448995 0.1 0.1 0.0 0.4654
H -0.550942 1.780623 4.461886 0.0 0.0 0.0 0.2120
H -2.338353 3.693938 3.731140 0.0 0.0 0.0 0.2099
H -1.896089 4.136215 1.080686 0.0 0.0 0.0 0.2084
H 0.136669 2.459507 0.389592 0.1 0.1 0.0 0.2320
N 3.507548 -1.782265 -4.349330 0.0 0.0 0.0 -0.5057
C 2.741791 -0.673499 -4.117521 0.0 -0.1 0.1 -0.0743
C 2.903997 0.176019 -5.178382 0.0 0.0 0.0 -0.2983
C 3.802216 -0.448487 -6.087353 0.0 0.0 0.0 -0.3128
C 4.157048 -1.655681 -5.546556 0.0 0.0 0.0 -0.0844
H 3.582943 -2.567962 -3.730349 0.0 0.0 0.0 0.4115
H 2.152419 -0.584168 -3.219701 0.0 0.1 0.0 0.2214
H 2.433334 1.138069 -5.288775 0.0 0.0 0.0 0.2200
H 4.149558 -0.054817 -7.027917 0.0 0.0 0.0 0.2147
H 4.811984 -2.429273 -5.908405 0.0 0.0 0.0 0.2042
N -4.190011 0.974923 2.250245 0.1 0.0 0.0 -0.5002
C -4.869680 0.575087 1.137512 0.0 0.0 0.0 -0.0721
C -6.184349 0.398564 1.485978 0.0 0.0 0.0 -0.3118
C -6.297027 0.707818 2.868897 0.0 0.0 0.0 -0.3259
C -5.046407 1.060649 3.307848 0.0 0.0 0.0 -0.0749
H -3.204194 1.187078 2.290590 0.0 0.1 0.0 0.4369
H -4.363155 0.448253 0.196109 0.0 0.0 0.0 0.2129
H -6.974124 0.082979 0.824702 0.0 0.0 0.0 0.2091
H -7.190147 0.675782 3.470734 0.0 0.0 0.0 0.2096
H -4.695325 1.365632 4.278442 0.0 0.0 0.0 0.2082
```
Positions in Å, forces in eV/Å.

Values from the calculation:
charge: -1
strongest force on any atom: 1.82 eV Å⁻¹
calculated total energy: -44114.0394 eV
HOMO: -5.4 eV


# 3
Molecular formula: C18H25N2
Method: DFT, ωB97M-V with the def2-TZVPD basis set

XYZ file:
```
45
Properties=species:S:1:pos:R:3:forces:R:3:nbo_charge:R:1
C 2.351373 -5.280949 0.569154 0.2 -0.2 -0.1 -0.6523
C 1.773199 -3.908674 0.705312 -0.3 0.1 0.0 0.0738
C 0.747123 -3.683465 1.633330 0.0 0.2 0.2 -0.2189
C 0.183962 -2.428078 1.773915 -0.3 0.4 -0.3 -0.1124
C 0.594055 -1.325336 0.954494 0.1 -0.8 -0.1 -0.1843
C -0.070439 -0.071938 1.097776 0.9 0.4 0.7 0.1002
C 0.476574 1.224213 0.898306 -0.1 0.4 -0.2 -0.0905
C -0.380647 2.362476 1.023468 -0.1 -0.2 0.0 -0.0950
C 0.087575 3.650838 0.851895 0.0 0.0 0.1 -0.2448
C 1.438470 3.889321 0.548879 -0.3 -0.1 0.0 0.1171
C 1.939373 5.290040 0.366693 0.2 0.1 -0.2 -0.6555
C 2.303979 2.793235 0.424331 0.1 -0.5 0.1 -0.2265
C 1.855796 1.498156 0.633390 0.0 0.0 -0.2 -0.1259
C 1.615988 -1.584857 -0.008204 -0.2 0.0 0.3 -0.1360
C 2.190983 -2.846570 -0.110392 0.0 0.4 0.0 -0.1787
H 3.304026 -5.259547 0.036559 -0.1 0.0 0.1 0.2324
H 2.498921 -5.756746 1.544559 0.0 0.2 -0.1 0.2406
H 1.678731 -5.933674 -0.000016 0.0 0.2 0.1 0.2485
H 0.409253 -4.518685 2.252814 0.1 0.4 -0.1 0.2357
H -0.581893 -2.251695 2.535305 0.2 -0.1 -0.3 0.2271
H -1.052567 -0.098975 1.587868 0.3 0.0 -0.3 0.2199
H -1.425612 2.190561 1.280571 0.2 0.1 -0.1 0.2243
H -0.578134 4.510987 0.963154 0.1 -0.4 0.0 0.2359
H 2.898592 5.283827 -0.162316 -0.2 0.1 0.1 0.2325
H 1.226290 5.882877 -0.219528 0.1 -0.1 0.2 0.2413
H 2.087951 5.808639 1.325711 -0.1 -0.3 -0.2 0.2534
H 3.352949 2.983258 0.181091 -0.3 -0.2 0.2 0.2345
H 2.570089 0.676282 0.629671 -0.1 0.3 0.0 0.2293
H 1.912171 -0.782212 -0.685440 -0.1 -0.4 0.1 0.2268
H 2.988671 -3.015667 -0.836281 -0.3 0.0 0.2 0.2263
C -2.139867 -1.851371 -1.007922 0.1 -0.1 -0.6 -0.4139
N -1.911780 -0.667506 -1.806023 0.6 -2.5 -1.1 -0.4903
N -2.314827 0.578894 -1.489694 0.0 4.0 1.5 -0.2876
C -2.481993 1.473978 -2.630246 -0.5 -0.5 0.3 -0.4076
C -3.342680 0.746046 -0.479681 0.1 0.2 -0.7 -0.4212
H -2.782021 -2.555534 -1.562640 0.2 0.0 0.4 0.2024
H -1.172526 -2.326286 -0.792399 -0.3 -0.2 0.0 0.1914
H -2.618340 -1.627960 -0.049106 0.1 0.0 -0.3 0.2014
H -1.232260 -0.684293 -2.560449 -0.2 -0.1 0.6 0.3832
H -2.552502 2.497962 -2.246674 0.1 -0.2 -0.2 0.2064
H -1.625384 1.395909 -3.308520 -0.1 0.0 0.2 0.2001
H -3.410604 1.248396 -3.188333 0.2 0.0 -0.1 0.1764
H -3.385180 1.827203 -0.278876 -0.1 -0.4 0.1 0.2121
H -4.340949 0.431726 -0.839413 0.1 -0.1 0.3 0.1844
H -3.085889 0.215194 0.443909 -0.2 0.2 -0.1 0.1841
```
Positions in Å, forces in eV/Å.

Values from the calculation:
charge: +1
strongest force on any atom: 4.24 eV Å⁻¹
calculated total energy: -22042.7270 eV
HOMO: -9.1 eV
ΔE to the lowest compared entry with this formula, charge and spin: 1.839 eV


# 4
Molecular formula: C18H25N2O4PS
Method: DFT, ωB97M-V with the def2-TZVPD basis set

XYZ file:
```
51
Properties=species:S:1:pos:R:3:forces:R:3:nbo_charge:R:1
C -2.802499 -0.090418 0.255564 0.0 -0.7 -0.1 -0.6490
C -1.227482 -0.130408 -0.208126 -0.9 -0.8 1.5 -0.2231
C -0.721657 -1.564048 0.471507 -1.2 0.8 -0.9 -0.4007
P 0.642917 -2.482141 -0.500767 -0.1 -5.6 -2.1 2.1455
O 0.215691 -4.026247 -0.670040 1.6 5.8 0.7 -1.0626
O 2.189569 -2.494334 0.300152 -2.4 2.6 -1.6 -0.9425
O 0.678319 -1.779257 -2.115214 0.2 -2.5 2.3 -0.9664
N -0.358538 -1.161290 1.892420 2.9 1.1 -1.2 -0.6550
C 0.577443 0.024620 1.767763 2.9 0.0 1.5 0.6918
O 1.665195 0.344214 2.498582 -7.2 -2.1 -4.5 -0.5703
C -0.132701 0.850586 0.519224 -1.2 1.7 0.0 -0.2582
S 0.933499 1.442519 -0.903290 0.4 0.3 -0.2 -0.0539
C -0.620226 2.225006 1.268983 0.3 0.2 1.2 -0.2438
N -1.327316 3.224968 0.381349 0.2 1.0 1.7 -0.8597
H -3.350109 -0.949619 -0.357203 1.2 1.8 1.2 0.2206
H -2.857635 -0.415910 1.383587 -0.1 1.0 -2.1 0.2246
H -3.362635 0.907276 0.007178 1.3 -1.8 0.7 0.2406
H -1.259147 -0.048213 -1.378250 0.7 -0.4 2.5 0.2725
H -1.642402 -2.313617 0.393447 2.3 1.4 0.5 0.2949
H 2.584640 -1.561284 0.375118 -0.8 -1.7 -0.1 0.5099
H 0.617332 -2.601936 -2.717999 0.2 1.6 1.4 0.5223
H 0.042559 -1.935987 2.468701 -0.4 1.0 -0.6 0.4206
H 0.053881 2.150533 -1.779725 0.5 -1.1 1.7 0.1778
H -1.321777 1.948501 2.183294 1.4 0.4 -1.9 0.2085
H 0.349529 2.762950 1.689545 -1.8 -1.6 -0.7 0.2196
H -2.100905 3.628020 0.991580 1.2 -0.7 -1.3 0.3677
H -0.676561 4.057921 0.256349 -1.1 -1.6 0.0 0.3698
C -1.087130 3.896483 4.841465 0.1 -0.1 0.2 -0.2099
C -1.537402 4.434847 6.046549 0.1 -0.1 0.0 -0.2179
C -0.935878 4.058850 7.247199 0.1 -0.1 -0.2 -0.2129
C 0.114102 3.140288 7.243364 -0.1 0.1 -0.2 -0.2144
C 0.558249 2.594845 6.039134 -0.1 0.1 0.0 -0.1986
C -0.040757 2.973658 4.838060 -0.1 0.1 0.1 -0.2252
H -1.551582 4.194740 3.905494 0.0 0.0 0.1 0.2016
H -2.357309 5.148728 6.049942 0.1 -0.1 0.0 0.2123
H -1.284810 4.481226 8.185862 0.0 -0.1 -0.1 0.2138
H 0.584658 2.849111 8.178340 -0.1 0.0 -0.1 0.2141
H 1.372596 1.874441 6.036446 -0.1 0.1 0.0 0.2180
H 0.307030 2.550291 3.899488 0.0 0.0 0.2 0.2176
C 0.829120 -3.979264 -7.823511 0.1 0.0 0.2 -0.2127
C 1.564834 -2.800759 -7.944586 0.0 -0.1 0.1 -0.2127
C 2.328494 -2.341163 -6.872036 -0.1 -0.1 0.0 -0.2128
C 2.353146 -3.058349 -5.675681 -0.1 0.0 -0.1 -0.2226
C 1.610059 -4.231948 -5.551457 0.0 0.1 -0.1 -0.2116
C 0.849332 -4.693611 -6.625257 0.1 0.2 -0.1 -0.2159
H 0.239515 -4.340670 -8.661644 0.1 0.1 0.1 0.2136
H 1.543697 -2.240402 -8.875951 0.0 -0.1 0.1 0.2133
H 2.904444 -1.424467 -6.967918 -0.1 -0.1 0.0 0.2139
H 2.950036 -2.701936 -4.840769 -0.1 0.0 -0.1 0.2158
H 1.624402 -4.787900 -4.617186 0.0 0.1 -0.1 0.2163
H 0.272172 -5.609443 -6.529078 0.1 0.1 0.0 0.2153
```
Positions in Å, forces in eV/Å.

Values from the calculation:
SMILES string: C[C@@H]1[C@@H](P(=O)(O)O)NC(=O)[C@]1(S)CN.c1ccccc1.c1ccccc1
charge: 0
strongest force on any atom: 8.71 eV Å⁻¹
calculated total energy: -50363.4799 eV
HOMO: -9.4 eV
ΔE to the lowest compared entry with this formula, charge and spin: 5.749 eV


> Number 3 is which compound?

C18H25N2